Record 1
Here is a cluster of 2 separate species, C3H8O in total from OMol25. Energies are from ωB97M-V/def2-TZVPD.

```
12
Properties=species:S:1:pos:R:3:forces:R:3
O 0.869 -0.018 1.082 -0.132 -0.446 -0.081
C -1.815 0.053 -0.710 -0.031 0.020 -0.008
C 1.847 0.493 0.162 0.184 0.144 -0.135
C 0.466 -1.234 0.846 0.039 0.334 0.363
H 2.547 1.103 0.736 -0.071 -0.087 -0.085
H 1.322 1.113 -0.570 0.091 -0.070 0.112
H -2.738 -0.451 -0.415 0.105 0.083 -0.060
H -1.539 0.784 0.056 -0.063 -0.113 -0.148
H -1.962 0.559 -1.667 -0.015 -0.059 0.123
H 2.343 -0.344 -0.332 -0.056 0.119 0.069
H -1.015 -0.687 -0.813 -0.180 0.113 -0.052
H -0.326 -1.370 1.624 0.131 -0.039 -0.100
```
Positions in Å, forces in eV/Å.

Frontier orbital gap, eV: 9.575
Energy, eV: -5284.7702
Largest force on an atom, eV Å⁻¹: 0.495
Lowest unoccupied orbital energy, Eh: 0.033
Energy relative to the best compared isomer or geometry (same formula, charge and spin), kJ/mol: 326.1
Spin multiplicity: 1
E_HOMO, eV: -8.7

---

Record 2
Here is a cluster of 2 separate species, C3H8O in total from OMol25. Energies are from ωB97M-V/def2-TZVPD.

```
12
Properties=species:S:1:pos:R:3:forces:R:3
O -1.006 -0.465 -1.450 -0.153 0.091 -0.130
C -0.955 1.561 -0.204 -0.039 0.272 -0.179
C -1.206 0.104 -0.408 0.750 -0.570 -0.052
C 2.538 -1.107 1.525 -1.009 0.201 0.398
H -1.759 1.975 0.393 -0.219 0.319 -0.008
H 1.683 -1.707 1.832 0.066 -0.201 0.227
H 2.322 -0.103 1.875 -0.062 0.326 -0.208
H -0.827 2.058 -1.162 -0.395 0.015 -0.124
H 2.520 -1.146 0.437 0.714 0.038 0.117
H 3.419 -1.413 2.076 0.275 -0.357 -0.544
H -1.524 -0.510 0.460 -0.140 0.317 0.108
H -0.033 1.786 0.323 0.213 -0.450 0.393
```
Positions in Å, forces in eV/Å.

Frontier orbital gap, eV: 10.912
Energy, eV: -5287.5400
SMILES: CC=O.C
Largest force on an atom, eV Å⁻¹: 1.103
Lowest unoccupied orbital energy, Eh: 0.035
Energy relative to the best compared isomer or geometry (same formula, charge and spin), kJ/mol: 58.9
Spin multiplicity: 1
E_HOMO, eV: -10.0

---

Record 3
Here is a cluster of 2 separate species, C3H8O2 in total from OMol25. Energies are from ωB97M-V/def2-TZVPD.

```
13
Properties=species:S:1:pos:R:3:forces:R:3
O 1.315 1.698 -0.918 -2.929 0.730 -0.699
O -0.543 0.154 0.478 -0.749 0.751 -0.171
C -0.874 -0.985 0.563 0.485 -1.773 0.781
C -2.047 -1.691 0.009 -0.939 -0.284 0.165
C 1.944 0.844 -0.065 2.521 -0.239 0.284
H 1.545 0.776 0.921 -0.307 0.233 0.692
H 2.029 -0.159 -0.452 0.262 -0.590 -0.263
H 0.426 1.572 -0.580 -0.942 0.702 -0.915
H -0.236 -1.750 1.061 0.437 0.472 0.360
H -2.516 -1.068 -0.724 -0.624 0.317 -0.405
H -1.623 -2.573 -0.497 -0.432 0.041 0.295
H -2.801 -2.001 0.809 1.168 0.317 -0.988
H 2.857 1.377 -0.058 2.049 -0.677 0.862
```
Positions in Å, forces in eV/Å.

Frontier orbital gap, eV: 10.508
Energy, eV: -7334.0300
SMILES: CC=O.CO
Largest force on an atom, eV Å⁻¹: 3.099
Lowest unoccupied orbital energy, Eh: 0.030
Energy relative to the best compared isomer or geometry (same formula, charge and spin), kJ/mol: 195.0
Spin multiplicity: 1
E_HOMO, eV: -9.7

---

Record 4
Here is the molecule C3H8O2 from OMol25. Energies are from ωB97M-V/def2-TZVPD.

```
13
Properties=species:S:1:pos:R:3:forces:R:3
O -0.672 -1.362 -0.812 -0.020 -0.134 0.267
O -1.652 0.801 0.572 -0.133 -0.158 -0.120
C 0.561 -0.657 -0.968 0.261 0.098 -0.124
C 0.684 0.599 -0.075 -0.013 0.083 -0.041
C -0.340 0.639 1.059 0.405 -0.005 0.175
H -0.249 -0.263 1.695 -0.068 0.124 -0.125
H -0.657 -1.783 0.058 -0.045 -0.029 -0.230
H 0.536 1.504 -0.672 -0.009 -0.119 0.047
H -1.765 0.100 -0.091 -0.116 0.205 0.120
H 1.398 -1.346 -0.792 -0.139 0.103 0.019
H 1.700 0.654 0.336 -0.146 -0.026 -0.011
H -0.134 1.491 1.713 -0.020 -0.101 -0.103
H 0.591 -0.377 -2.023 0.044 -0.041 0.125
```
Positions in Å, forces in eV/Å.

Frontier orbital gap, eV: 10.993
Energy, eV: -7335.1149
SMILES: OCCCO
Largest force on an atom, eV Å⁻¹: 0.441
Lowest unoccupied orbital energy, Eh: 0.030
Energy relative to the best compared isomer or geometry (same formula, charge and spin), kJ/mol: 90.3
Spin multiplicity: 1
E_HOMO, eV: -10.2

---

Record 5
Here is a cluster of 2 separate species, C3H8O2 in total from OMol25. Energies are from ωB97M-V/def2-TZVPD.

```
13
Properties=species:S:1:pos:R:3:forces:R:3
O -1.346 0.730 -0.535 -1.571 -1.235 -0.279
O 2.291 -0.601 1.799 -0.013 -0.191 0.236
C 1.541 -0.453 0.870 0.104 0.272 0.088
C 1.623 0.732 -0.032 0.885 0.329 -1.050
C -1.882 -0.633 -0.361 1.120 0.845 0.626
H 2.590 0.691 -0.558 0.018 -0.222 0.261
H 1.680 1.681 0.501 -0.328 -0.132 0.218
H 0.896 0.764 -0.834 -0.364 0.009 0.310
H -1.740 -0.852 0.696 -0.274 -0.398 0.064
H -1.289 -1.332 -0.942 -0.086 -0.062 -0.229
H -2.199 1.162 -0.635 0.468 0.980 -0.090
H 0.774 -1.217 0.651 -0.039 -0.044 -0.054
H -2.938 -0.672 -0.621 0.079 -0.150 -0.100
```
Positions in Å, forces in eV/Å.

Frontier orbital gap, eV: 10.401
Energy, eV: -7334.4194
SMILES: CC=O.CO
Largest force on an atom, eV Å⁻¹: 2.018
Lowest unoccupied orbital energy, Eh: 0.026
Energy relative to the best compared isomer or geometry (same formula, charge and spin), kJ/mol: 157.4
Spin multiplicity: 1
E_HOMO, eV: -9.7

---

Record 6
Here is a cluster of 2 separate species, C3H8O2 in total from OMol25. Energies are from ωB97M-V/def2-TZVPD.

```
13
Properties=species:S:1:pos:R:3:forces:R:3
O -0.225 -3.189 6.425 -0.400 7.259 -0.354
O -0.888 1.567 -2.110 -0.028 -1.008 -3.333
C -0.338 -1.888 6.440 1.083 -3.915 1.168
C 0.149 0.634 -2.340 0.687 -1.595 0.335
C 0.418 0.646 -3.837 0.374 1.615 -0.505
H 0.584 1.746 -3.975 0.032 -0.813 -0.429
H -0.406 0.406 -4.512 -0.177 -0.292 0.444
H -0.971 1.777 -1.233 -0.176 0.608 3.358
H 0.474 -1.054 6.153 -1.183 -2.335 -0.029
H -0.005 -0.414 -1.883 -0.330 1.455 -0.729
H -1.200 -1.364 6.972 0.501 -1.008 -0.784
H 1.327 0.143 -4.209 -0.408 -0.009 0.622
H 1.081 0.990 -1.891 0.026 0.039 0.237
```
Positions in Å, forces in eV/Å.

Frontier orbital gap, eV: 10.470
Energy, eV: -7333.3238
SMILES: C=O.CCO
Largest force on an atom, eV Å⁻¹: 7.278
Lowest unoccupied orbital energy, Eh: 0.003
Energy relative to the best compared isomer or geometry (same formula, charge and spin), kJ/mol: 263.1
Spin multiplicity: 1
E_HOMO, eV: -10.4

---

Record 7
Here is a cluster of 2 separate species, C3H8O2 in total from OMol25. Energies are from ωB97M-V/def2-TZVPD.

```
13
Properties=species:S:1:pos:R:3:forces:R:3
O -1.050 0.398 -0.591 0.670 -0.855 0.283
O 0.572 0.631 1.204 0.188 0.761 0.769
C -0.483 -0.990 -0.331 -0.091 0.060 -0.511
C 1.716 0.953 0.462 0.462 0.207 0.009
C -1.885 -0.721 -0.563 -0.686 -0.737 -0.299
H -2.320 -1.004 -1.506 -0.411 0.083 -0.228
H -0.164 -1.361 0.648 -0.192 0.946 -0.316
H -0.196 0.913 0.669 0.388 -0.023 0.642
H 1.532 1.041 -0.622 -0.092 -0.042 0.275
H 2.474 0.174 0.610 -0.056 0.164 0.019
H 0.227 -1.195 -1.120 -0.378 -0.392 -0.246
H -2.528 -0.747 0.315 -0.139 -0.201 -0.193
H 2.103 1.908 0.826 0.337 0.030 -0.204
```
Positions in Å, forces in eV/Å.

Frontier orbital gap, eV: 10.556
Energy, eV: -7332.9618
SMILES: C1CO1.CO
Largest force on an atom, eV Å⁻¹: 1.122
Lowest unoccupied orbital energy, Eh: 0.039
Energy relative to the best compared isomer or geometry (same formula, charge and spin), kJ/mol: 298.0
Spin multiplicity: 1
E_HOMO, eV: -9.5

---

Record 8
Here is a cluster of 2 separate species, C3H8O2 in total from OMol25. Energies are from ωB97M-V/def2-TZVPD.

```
13
Properties=species:S:1:pos:R:3:forces:R:3
O -0.762 -0.864 0.614 1.251 -1.289 1.811
O -0.549 -0.963 -2.160 2.836 -0.505 0.925
C -0.730 0.520 0.926 -1.526 0.170 -2.251
C 1.691 0.547 0.214 1.737 1.747 -0.047
C 0.614 1.152 0.654 -1.004 0.252 2.292
H 0.116 -1.065 -1.407 -0.509 -0.212 -1.951
H 1.637 -0.273 -0.423 -0.026 -1.858 -0.375
H 0.641 2.121 1.135 0.492 0.224 0.046
H -1.191 -0.726 -1.533 -2.460 0.560 0.741
H -1.481 0.993 0.168 0.903 -0.595 1.603
H -0.275 -1.304 1.389 -1.022 0.645 -1.899
H 2.716 0.989 0.309 -1.212 -0.126 -0.294
H -1.127 0.568 1.964 0.540 0.985 -0.601
```
Positions in Å, forces in eV/Å.

Frontier orbital gap, eV: 10.760
Energy, eV: -7333.8398
SMILES: C=CCO.O
Largest force on an atom, eV Å⁻¹: 3.025
Lowest unoccupied orbital energy, Eh: 0.023
Energy relative to the best compared isomer or geometry (same formula, charge and spin), kJ/mol: 213.3
Spin multiplicity: 1
E_HOMO, eV: -10.1

---

Record 9
Here is a cluster of 2 separate species, C3H8O2 in total from OMol25. Energies are from ωB97M-V/def2-TZVPD.

```
13
Properties=species:S:1:pos:R:3:forces:R:3
O 0.985 0.092 0.807 -0.212 -0.908 0.046
O -2.672 1.281 1.592 2.677 2.445 -2.722
C 1.303 -0.506 -0.467 -0.080 1.860 -0.123
C 0.376 -1.677 -0.662 -1.894 -1.031 -1.476
C -1.938 1.961 0.824 -2.153 -2.173 2.543
H 0.355 -1.964 -1.761 -0.007 0.381 1.199
H 1.425 0.922 0.965 0.494 0.214 -0.285
H 0.530 -2.623 -0.133 1.119 0.367 0.168
H 1.198 0.352 -1.243 -0.140 -1.734 0.763
H 2.348 -0.838 -0.535 -0.113 0.083 0.256
H -2.378 2.437 -0.083 0.293 -0.181 0.361
H -0.691 -1.535 -0.342 0.876 0.799 -0.554
H -0.842 2.098 1.038 -0.859 -0.122 -0.176
```
Positions in Å, forces in eV/Å.

Frontier orbital gap, eV: 10.779
Energy, eV: -7333.8863
SMILES: C=O.CCO
Largest force on an atom, eV Å⁻¹: 4.534
Lowest unoccupied orbital energy, Eh: 0.025
Energy relative to the best compared isomer or geometry (same formula, charge and spin), kJ/mol: 208.8
Spin multiplicity: 1
E_HOMO, eV: -10.1